Here is an isolated ion of composition C5H14N2 and charge -1 in a non-equilibrium geometry from the Open Molecules 2025 dataset. Energies are from ωB97M-V with the def2-TZVPD basis set.

- energy (hartree) = -308.2564
- Kohn-Sham gap (alpha / beta) (eV) = 2.25 / 7.85
- HOMO level (alpha / beta) (eV) = 1.5 / -4.1
- LUMO (alpha / beta) (hartree) = 0.1369 / 0.1367
- net charge = -1
- ΔE to the lowest compared entry with this formula, charge and spin (kJ/mol) = 280.0
- 2S+1 = 2
- molar mass (g/mol) = 102.2

Each atom is followed by the atoms it is bonded to, with distances in Å.
Atoms and positions in Å:
1 N -1.4032 1.5878 2.6213  C7 1.371, H12 1.019, H17 1.112
2 N -1.0419 0.1220 0.6354  C5 1.501, C7 1.461, H18 0.942
3 C -0.7326 -0.6861 -1.7823  C5 1.584, H10 1.132, H16 1.112, H20 1.096
4 C 2.2459 -0.8233 -1.0990  C6 1.504, H9 1.056, H11 1.129, H14 1.038
5 C -0.0501 -0.1424 -0.4597  N2 1.501, C3 1.584, C6 1.571, H15 1.185
6 C 1.2357 -0.9123 0.0113  C4 1.504, C5 1.571, H8 1.098, H13 1.179
7 C -1.2422 1.4225 1.2698  N1 1.371, N2 1.461, H19 1.091, H21 1.112
8 H 0.8638 -1.9453 -0.0054  C6 1.098
9 H 2.2178 0.1878 -1.4013  C4 1.056
10 H 0.1179 -1.1971 -2.3267  C3 1.132
11 H 2.0293 -1.3865 -2.0537  C4 1.129
12 H -1.3232 0.8664 3.3360  N1 1.019
13 H 1.7402 -0.8637 1.0756  C6 1.179
14 H 3.2137 -1.1322 -0.8867  C4 1.038
15 H 0.3648 0.9618 -0.5728  C5 1.185
16 H -1.4351 -1.5287 -1.5999  C3 1.112
17 H -2.3821 2.0151 2.9291  N1 1.112
18 H -1.1098 -0.5530 1.2896  N2 0.942
19 H -0.3947 2.0392 0.9661  C7 1.091
20 H -0.9099 0.0375 -2.5857  C3 1.096
21 H -2.0041 1.9305 0.6392  C7 1.112

Atom charges from the Mulliken analysis, given in e for atoms 1 to 4:
1 N -0.40
2 N -0.22
3 C -1.52
4 C -1.44